This record from the Open Molecules 2025 dataset describes a cluster of 3 separate species, C52H65NO8S in total in a non-equilibrium geometry. The level of theory is ωB97M-V with the def2-TZVPD basis set.

```
! RIJCOSX wB97M-V def2-TZVPD def2/J DEFGRID3
* xyz 0 1
C -0.536 3.070 -7.907
C 0.440 2.371 -6.835
C -0.165 2.617 -5.344
C 0.908 3.146 -4.292
C 2.037 1.987 -4.195
C 3.304 2.455 -3.292
C 4.711 2.205 -4.010
C 5.804 2.131 -2.818
C 7.312 2.297 -3.327
C 8.216 1.314 -2.408
C 8.163 1.692 -0.852
C 7.380 0.581 0.031
O 6.903 1.107 1.286
C 5.813 2.034 1.107
O 1.625 4.329 -4.673
C 0.830 5.296 -5.382
C 0.264 3.203 -2.816
C -0.076 4.665 -2.285
C 1.180 5.536 -1.832
C 0.892 6.441 -0.519
C 1.771 7.803 -0.545
N 3.040 7.671 -1.311
C 3.186 8.688 -2.384
C 4.208 7.584 -0.463
C 4.258 6.573 0.785
O 5.246 8.256 -0.662
O -0.989 2.440 -2.724
C -1.061 1.775 -1.445
C -0.291 0.376 -1.408
S -2.860 1.423 -1.010
H -0.781 2.377 -8.782
H -0.003 4.009 -8.278
H -1.527 3.395 -7.459
H 0.460 1.261 -7.062
H 1.458 2.870 -6.876
H -1.064 3.330 -5.369
H -0.618 1.603 -5.062
H 2.485 1.732 -5.208
H 1.588 1.006 -3.805
H 3.288 1.740 -2.389
H 3.181 3.495 -2.863
H 4.746 1.204 -4.555
H 4.895 3.090 -4.693
H 5.564 3.017 -2.129
H 5.671 1.192 -2.179
H 7.641 3.351 -3.040
H 7.453 2.111 -4.435
H 9.288 1.280 -2.774
H 7.759 0.270 -2.517
H 9.248 1.648 -0.481
H 7.782 2.745 -0.660
H 6.552 0.070 -0.560
H 8.160 -0.212 0.299
H 4.859 1.735 1.647
H 5.620 2.244 0.000
H 6.147 3.023 1.588
H 1.329 6.319 -5.238
H 0.880 5.089 -6.507
H -0.260 5.340 -5.087
H 0.941 2.726 -2.019
H -0.750 5.236 -3.015
H -0.727 4.523 -1.348
H 1.356 6.302 -2.671
H 2.150 4.960 -1.731
H 1.214 5.811 0.377
H -0.219 6.674 -0.512
H 1.966 8.047 0.558
H 1.089 8.633 -0.929
H 3.704 9.643 -2.060
H 2.154 8.990 -2.780
H 3.733 8.254 -3.292
H 4.148 5.499 0.437
H 3.396 6.807 1.495
H 5.231 6.715 1.346
H -0.658 2.414 -0.590
H -0.052 0.112 -0.322
H -0.872 -0.483 -1.866
H 0.707 0.478 -1.938
H -2.858 1.459 0.389
C -6.289 1.636 2.474
C -5.466 1.062 1.508
C -4.875 -0.174 1.742
C -5.096 -0.836 2.950
C -5.901 -0.249 3.927
C -6.506 0.983 3.682
C -6.104 -0.917 5.234
O -6.810 -0.407 6.086
C -5.429 -2.210 5.490
C -5.564 -2.823 6.736
C -4.945 -4.043 6.981
C -4.196 -4.660 5.982
C -4.055 -4.050 4.741
C -4.663 -2.819 4.496
C -4.476 -2.161 3.183
O -3.818 -2.697 2.309
H -6.758 2.596 2.287
H -5.288 1.578 0.571
H -4.239 -0.620 0.984
H -7.144 1.438 4.433
H -6.148 -2.349 7.518
H -5.047 -4.516 7.952
H -3.719 -5.617 6.172
H -3.467 -4.533 3.968
C -7.622 -10.463 3.892
C -7.417 -9.438 4.814
C -6.126 -9.029 5.123
C -5.033 -9.651 4.520
C -5.239 -10.693 3.615
C -6.536 -11.090 3.294
C -4.086 -11.396 3.004
O -4.264 -12.303 2.211
C -2.714 -10.982 3.379
C -1.620 -11.671 2.857
C -0.328 -11.282 3.193
C -0.125 -10.199 4.044
C -1.212 -9.513 4.571
C -2.510 -9.910 4.247
C -3.662 -9.195 4.842
O -3.485 -8.249 5.591
H -8.631 -10.775 3.645
H -8.265 -8.958 5.290
H -5.972 -8.227 5.837
H -6.702 -11.890 2.581
H -1.771 -12.514 2.191
H 0.521 -11.823 2.790
H 0.883 -9.891 4.300
H -1.048 -8.673 5.237
*
```

Calculated values
- Frontier orbital gap: 8.13 eV
- SMILES: CCC[C@@](CCCCCCCCOC)(OC)[C@@H](CCCCN(C)C(C)=O)O[C@H](C)S.O=C1c2ccccc2C(=O)c2ccccc21.O=C1c2ccccc2C(=O)c2ccccc21